#w
20
Properties=species:S:1:pos:R:3:nbo_charge:R:1 method="wB97M-V/def2-TZVPD" e_homo_ha=-0.3062 homo_lumo_gap_ev=9.34 smiles=C[C@H](CN)NCN spin_multiplicity=1
C 1.5748 0.7535 -0.2967 -0.2190
N 2.5088 0.5708 -1.4662 -0.8377
C 0.3251 -0.1325 -0.4317 -0.0622
C 0.6207 -1.4827 0.1912 -0.6506
N -0.8034 0.6489 0.0924 -0.6534
C -2.0951 0.0749 0.0520 -0.0331
N -2.6940 -0.3021 1.3964 -0.8641
H 2.0497 0.4782 0.6486 0.1781
H 1.3589 1.8260 -0.2756 0.1870
H 2.5199 1.4220 -2.0085 0.3548
H 3.4297 0.5299 -1.0260 0.3534
H 0.2599 -0.1476 -1.5238 0.1990
H 1.4739 -1.8910 -0.3585 0.2272
H 1.0654 -1.4008 1.2011 0.1956
H -0.2275 -2.1136 0.4631 0.2310
H -0.5307 1.2007 0.8856 0.3644
H -2.1049 -0.8197 -0.5822 0.1739
H -2.8938 0.6652 -0.4095 0.1443
H -3.6614 -0.0339 1.3153 0.3562
H -2.1759 0.1538 2.1330 0.3552

=====

#x
20
Properties=species:S:1:pos:R:3:nbo_charge:R:1 method="wB97M-V/def2-TZVPD" e_homo_ha=-0.3082 homo_lumo_gap_ev=9.56 smiles=NCCCNCN spin_multiplicity=1
C -0.7364 1.1340 -0.3639 -0.2199
C -1.3362 0.7180 0.9807 -0.4286
C -0.8254 -0.6812 1.3558 -0.2191
N -1.2658 -1.6981 0.3311 -0.8400
N 0.7079 1.1529 -0.5100 -0.6459
C 1.5250 0.2747 -1.3412 -0.0334
N 2.5277 -0.5728 -0.6753 -0.8414
H -0.9680 0.2560 -0.9826 0.1888
H -1.2622 1.9999 -0.7938 0.1849
H -1.0629 1.3223 1.8611 0.2033
H -2.4234 0.8531 1.0650 0.2131
H 0.2282 -0.6252 1.5141 0.1942
H -1.3334 -0.9880 2.2634 0.1784
H -2.0773 -1.3341 -0.1728 0.3413
H -1.7644 -2.4575 0.8104 0.3510
H 1.1897 1.1731 0.3852 0.3514
H 2.0361 0.7981 -2.1605 0.1377
H 0.7326 -0.3096 -1.8810 0.1685
H 3.1781 0.0677 -0.2345 0.3504
H 2.9300 -1.0832 -1.4510 0.3651

=====

Least stable: #x

=====

#w
20
Properties=species:S:1:pos:R:3:nbo_charge:R:1 method="wB97M-V/def2-TZVPD" e_homo_ha=-0.3000 homo_lumo_gap_ev=9.30 smiles="C=CN.NCCN" spin_multiplicity=1
C 0.8811 1.2850 1.3785 -0.2200
C -0.0217 0.2598 2.0159 -0.2234
N 0.6329 -1.0541 2.0794 -0.8286
N 0.1329 2.5202 1.1338 -0.8348
H 1.7715 1.4386 2.0112 0.1522
H 1.2332 0.9075 0.4151 0.1964
H -0.3260 0.6176 3.0098 0.1525
H -0.9374 0.1747 1.4324 0.1997
H -0.0176 -1.7257 2.4720 0.3555
H 1.3951 -1.0031 2.7486 0.3470
H -0.2682 2.8771 1.9921 0.3482
H 0.7228 3.2427 0.7441 0.3577
C -0.4857 -1.3291 -1.1749 -0.5118
C -1.0378 -1.0943 -2.3548 0.0026
N -0.3515 -0.9142 -3.5556 -0.8146
H 0.5826 -1.3785 -1.0065 0.1962
H -1.0833 -1.5286 -0.2983 0.2005
H -2.1196 -1.0970 -2.4407 0.1854
H 0.6261 -0.6919 -3.4341 0.3686
H -0.7889 -0.2558 -4.1823 0.3707

=====

#x
20
Properties=species:S:1:pos:R:3:nbo_charge:R:1 method="wB97M-V/def2-TZVPD" e_homo_ha=-0.3245 homo_lumo_gap_ev=9.76 smiles=C[C@@H](CN)NCN spin_multiplicity=1
C -0.3782 1.7367 0.0367 -0.2039
N 0.3552 2.9796 -0.2016 -0.8591
C 0.3590 0.3858 -0.1077 -0.0845
C 1.1034 0.1604 -1.4520 -0.6580
N -0.6948 -0.6001 0.1138 -0.6403
C -0.0590 -1.6957 0.7749 -0.0515
N -0.8502 -2.9097 0.9875 -0.8199
H -1.2260 1.8355 -0.7573 0.1804
H -0.7585 1.8893 1.0896 0.2027
H 1.1663 3.0678 0.5724 0.3495
H 0.6974 3.1088 -1.1928 0.3636
H 1.1725 0.4887 0.7480 0.1915
H 2.2222 0.3017 -1.2618 0.2336
H 0.5892 0.5268 -2.3278 0.2204
H 1.0354 -1.0102 -1.6863 0.2033
H -0.9905 -0.9363 -0.8059 0.3473
H 0.9942 -1.7901 0.4381 0.1607
H 0.1621 -1.3610 1.8523 0.1672
H -1.1846 -3.3389 0.1275 0.3424
H -1.7022 -2.5939 1.3949 0.3547

=====

Least stable: #x

=====

#w
20
Properties=species:S:1:pos:R:3:nbo_charge:R:1 method="wB97M-V/def2-TZVPD" e_homo_ha=-0.3201 homo_lumo_gap_ev=9.66 smiles="[H]/N=C(/C)NC.CN" spin_multiplicity=1
C -0.8044 -0.1976 1.8288 -0.6758
C -0.5582 -1.7957 -2.0298 -0.4094
N -0.1675 -0.4043 -2.1716 -0.8429
H -0.4326 -0.0657 -3.0902 0.3538
H -0.0426 -2.3790 -2.7930 0.1929
H -0.9809 -0.7614 0.9266 0.2091
H -0.0774 -0.7272 2.4491 0.2227
H -1.7277 -0.1088 2.3853 0.2477
H -1.6385 -1.9723 -2.1278 0.1675
H -0.2316 -2.1596 -1.0489 0.1830
C 1.6579 0.3018 0.2440 -0.4101
C -0.3179 1.1869 1.5158 0.4526
N 0.6963 1.3141 0.6059 -0.6232
N -0.9174 2.1604 2.0692 -0.7305
H 1.0230 2.2626 0.4702 0.3795
H -0.6444 0.1709 -1.4823 0.3579
H -0.5494 3.0776 1.8276 0.3215
H 2.5584 0.3541 0.8662 0.1775
H 1.9377 0.4271 -0.8037 0.2231
H 1.2174 -0.6840 0.3586 0.2033

=====

#x
20
Properties=species:S:1:pos:R:3:nbo_charge:R:1 method="wB97M-V/def2-TZVPD" e_homo_ha=-0.3120 homo_lumo_gap_ev=9.59 smiles=CNCCNCN spin_multiplicity=1
C 0.9406 0.2013 -0.0247 -0.2354
N 0.1670 1.2044 -0.7330 -0.6314
C 0.3810 2.5609 -0.2713 -0.0520
N -0.2066 2.9266 1.0135 -0.8850
C 0.5685 -1.2035 -0.4452 -0.2248
N -0.3544 -1.8349 0.4856 -0.6237
C -1.0671 -2.9652 -0.0669 -0.4118
H 0.8733 0.3065 1.0754 0.1686
H 2.0050 0.3640 -0.2136 0.1931
H -0.8212 0.9880 -0.7176 0.3453
H 1.4547 2.7328 -0.1736 0.1812
H -0.0514 3.2194 -1.0146 0.1788
H -1.1938 2.7442 1.1230 0.3654
H 0.3975 2.8121 1.8040 0.3708
H 0.1727 -1.1707 -1.4728 0.1689
H 1.4434 -1.8571 -0.5504 0.1881
H -0.9836 -1.1417 0.8783 0.3483
H -1.8032 -2.7259 -0.8305 0.1633
H -0.3751 -3.6283 -0.6045 0.1923
H -1.5471 -3.5329 0.7388 0.2000

=====

Least stable: #x

=====

#w
10
Properties=species:S:1:pos:R:3:nbo_charge:R:1 method="wB97M-V/def2-TZVPD" e_homo_ha=-0.3337 homo_lumo_gap_ev=8.90 spin_multiplicity=1
N 3.3030 -0.3098 0.1006 -0.2317
C 2.1485 -0.3593 0.0639 0.2283
C 0.7069 -0.3909 0.0135 0.2909
N -0.0262 -1.4534 0.1870 -0.4417
C -1.3912 -1.0918 -0.0090 -0.0628
C -1.3288 0.3408 -0.1868 -0.2586
N 0.0035 0.7504 -0.2107 -0.5300
H -1.6959 -0.0860 0.9103 0.3137
H -2.1173 1.0005 -0.5322 0.2570
H 0.3784 1.6821 -0.3105 0.4349

=====

#x
10
Properties=species:S:1:pos:R:3:nbo_charge:R:1 method="wB97M-V/def2-TZVPD" e_homo_ha=-0.3535 homo_lumo_gap_ev=10.08 smiles=N#Cc1ncc[nH]1 spin_multiplicity=1
C -1.6954 0.0281 0.0665 0.2411
C -0.2970 -0.0074 -0.0054 0.1837
C 1.6964 -0.7661 0.0019 -0.0898
C 1.7884 0.5953 -0.0424 -0.0955
H 2.4800 -1.4944 -0.0425 0.2209
H 2.7051 1.2454 0.1594 0.2369
H 0.0804 2.0360 0.2261 0.4409
N -2.8808 -0.0543 -0.0430 -0.2609
N 0.3594 -1.1044 0.0280 -0.3903
N 0.4900 1.0321 -0.0517 -0.4870

=====

Least stable: #w

=====

#w
10
Properties=species:S:1:pos:R:3:nbo_charge:R:1 method="wB97M-V/def2-TZVPD" e_homo_ha=-0.3450 homo_lumo_gap_ev=9.94 smiles=N#Cc1ncc[nH]1 spin_multiplicity=1
N -1.8289 0.4886 2.3755 -0.2890
C -0.7855 0.2593 1.9277 0.2367
C 0.2291 0.0365 0.9437 0.1817
N 0.8698 1.0428 0.3794 -0.3692
C 0.8803 0.7539 -0.9500 -0.0915
C 0.2325 -0.4370 -1.1933 -0.0744
N -0.1049 -0.9234 0.0269 -0.4747
H 1.2783 1.4602 -1.6644 0.2203
H -0.1916 -0.8895 -2.0736 0.2286
H -0.5790 -1.7914 0.2282 0.4316

=====

#x
10
Properties=species:S:1:pos:R:3:nbo_charge:R:1 method="wB97M-V/def2-TZVPD" e_homo_ha=-0.3534 homo_lumo_gap_ev=10.06 spin_multiplicity=1
N -1.3931 -1.9148 1.3337 -0.3208
C -0.7707 -1.3637 0.5246 0.4011
C -1.8916 0.9641 0.5212 0.3391
N -0.7988 1.4106 0.4222 -0.5606
C 0.5144 1.3247 0.0033 -0.1011
C 0.8913 0.1361 -0.4747 0.0065
N 0.0191 -0.9669 -0.5046 -0.6445
H 1.1486 2.2008 0.0722 0.2364
H 1.8760 -0.0405 -0.8920 0.2211
H 0.3709 -1.7806 -0.9808 0.4229

=====

#y
10
Properties=species:S:1:pos:R:3:nbo_charge:R:1 method="wB97M-V/def2-TZVPD" e_homo_ha=-0.3354 homo_lumo_gap_ev=9.34 smiles=N#Cc1ncc[nH]1 spin_multiplicity=1
C 1.7043 0.0368 0.1019 0.2192
C 0.3404 -0.0560 0.1588 0.1095
C -1.7428 -0.7230 -0.0092 -0.1105
C -1.6641 0.6851 -0.0699 -0.0643
H -2.4514 -1.6498 -0.2857 0.2485
H -2.3862 1.3558 0.3328 0.2180
H -0.2532 2.1046 -0.2803 0.4474
N 2.8491 -0.0722 -0.1094 -0.2626
N -0.4591 -1.1683 0.0011 -0.3618
N -0.4952 1.0308 -0.0140 -0.4435

=====

#z
10
Properties=species:S:1:pos:R:3:nbo_charge:R:1 method="wB97M-V/def2-TZVPD" e_homo_ha=-0.3390 homo_lumo_gap_ev=9.42 smiles=C#Cc1cnn[nH]1 spin_multiplicity=1
C -2.6448 -0.0331 -0.0701 -0.1981
C -1.4363 -0.1195 0.0544 -0.0667
C 0.0890 -0.2549 -0.0137 0.0927
C 0.9075 0.9776 -0.2210 -0.0964
H -3.7297 0.4340 -0.0725 0.2772
H 0.6270 2.0852 0.2049 0.2145
H 0.7515 -2.0976 0.2407 0.4293
N 2.1447 0.7488 0.0471 -0.2033
N 2.2878 -0.5543 -0.0268 -0.0892
N 1.0033 -1.1862 -0.1430 -0.3599

=====

Least stable: #z

=====

#w
10
Properties=species:S:1:pos:R:3:nbo_charge:R:1 method="wB97M-V/def2-TZVPD" e_homo_ha="-0.3256 / -0.3256" homo_lumo_gap_ev="6.56 / 6.56" spin_multiplicity=1
C -2.0979 0.0977 0.0179 0.1358
C 0.4063 0.9922 0.0180 -0.2247
C 1.5485 0.1532 -0.0133 -0.2056
C -0.8219 0.4770 -0.1255 -0.0374
N -3.1838 -0.3252 0.1834 -0.2446
N 1.3413 -1.1243 -0.0669 -0.0127
N 0.3484 -1.8009 -0.0130 -0.2574
H 0.5348 2.1348 0.0008 0.3020
H 2.5285 0.6615 0.0135 0.2341
H -0.6043 -1.2661 -0.0149 0.3104

=====

#x
10
Properties=species:S:1:pos:R:3:nbo_charge:R:1 method="wB97M-V/def2-TZVPD" e_homo_ha=-0.3567 homo_lumo_gap_ev=8.86 spin_multiplicity=1
C -2.3636 -1.3004 -0.6199 0.0712
C -1.3831 -1.1968 0.1821 -0.5144
C -0.3253 -0.3604 0.2737 0.3169
C 0.6285 -0.0596 -0.8352 -0.3702
N 1.4413 1.0425 -0.3259 -0.1157
N 1.0863 1.3373 0.8236 0.0478
N 0.0469 0.4970 1.2367 -0.4148
H 0.0347 0.2521 -1.7007 0.2766
H 1.2532 -0.9020 -1.1463 0.2706
H -0.4189 0.6904 2.1117 0.4321

=====

Least stable: #w

=====

#w
49
Properties=species:S:1:pos:R:3:nbo_charge:R:1 method="wB97M-V/def2-TZVPD" total_charge=+2 e_homo_ha="-0.5046 / -0.5243" homo_lumo_gap_ev="5.68 / 6.21" spin_multiplicity=2
Ir -0.0590 0.3537 -0.0443 0.6886
Cl -6.1587 -1.5149 3.1669 0.1792
C -4.6541 -1.6352 2.4028 0.0371
C -3.9595 -0.5099 2.1239 -0.3384
C -2.6982 -0.5722 1.4437 0.4073
N -1.9344 0.4348 1.1083 -0.5880
C -2.3520 1.7979 1.3817 0.6504
O -3.4987 2.1080 1.5175 -0.4815
C -1.2519 2.8088 1.5011 0.0618
C -1.5671 4.0520 2.0207 -0.1631
C -0.5387 4.9673 2.2067 -0.1274
C 0.7514 4.6028 1.8642 -0.2008
C 0.9712 3.3432 1.3229 0.0449
N -0.0115 2.4679 1.1431 -0.4568
C -2.1813 -1.9608 1.0895 0.2798
C -2.9802 -3.1200 1.4254 -0.2850
C -4.1557 -2.9811 2.0520 -0.0082
Cl -5.0871 -4.3369 2.4699 0.1544
N -1.0606 -1.9873 0.4771 -0.5108
C -0.3635 -3.1765 0.1537 0.6408
O -0.2513 -4.0880 0.9342 -0.5102
C 0.2668 -3.1397 -1.1923 0.0426
C 0.4928 -4.3368 -1.8516 -0.1782
C 0.9867 -4.2823 -3.1482 -0.1417
C 1.2414 -3.0432 -3.7083 -0.2071
C 1.0161 -1.9017 -2.9466 0.0433
N 0.5381 -1.9378 -1.7079 -0.4442
H -4.3854 0.4404 2.3886 0.2869
H -2.5918 4.2802 2.2762 0.2660
H -0.7459 5.9468 2.6154 0.2540
H 1.5816 5.2819 1.9981 0.2530
H 1.9588 3.0373 0.9991 0.2147
H -2.5960 -4.0999 1.1885 0.2752
H 0.2679 -5.2740 -1.3620 0.2544
H 1.1582 -5.1903 -3.7099 0.2483
H 1.6140 -2.9510 -4.7188 0.2478
H 1.2385 -0.9198 -3.3488 0.2081
N 1.2281 -0.4491 1.5380 -0.6178
N 2.5840 -0.5595 1.1664 -0.4306
C 3.0463 0.0360 0.0519 0.3153
N 4.3480 -0.0454 -0.1861 -0.7345
S 2.0266 0.8904 -0.9987 0.0083
H 1.1376 0.1400 2.3666 0.4114
H 0.9012 -1.3823 1.7830 0.4180
H 3.1950 -1.0603 1.7959 0.4168
H 4.9997 -0.4811 0.4476 0.4232
H 4.7190 0.3586 -1.0317 0.4421
O -1.5721 1.6140 -2.2965 -0.3806
C -0.9973 1.1172 -1.4595 0.6311

=====

#x
49
Properties=species:S:1:pos:R:3:nbo_charge:R:1 method="wB97M-V/def2-TZVPD" total_charge=+2 e_homo_ha="-0.4800 / -0.4796" homo_lumo_gap_ev="5.28 / 4.54" spin_multiplicity=2
Ir -0.8443 0.1400 0.2843 0.9972
Cl 4.7944 -3.5188 3.4574 0.0990
C 3.4437 -3.0768 2.5258 -0.0633
C 2.8421 -1.8443 2.7168 -0.2240
C 1.7686 -1.4451 1.9463 0.1262
N 1.1961 -0.1516 2.1352 -0.5262
C 2.0245 1.0224 2.1632 0.6772
O 3.1014 1.0416 2.6611 -0.4143
C 1.4499 2.1906 1.4311 0.0839
C 2.0271 3.4220 1.7043 -0.1554
C 1.6347 4.5385 0.9842 -0.1082
C 0.6779 4.3770 -0.0030 -0.2067
C 0.1390 3.1187 -0.2100 0.0512
N 0.5002 2.0381 0.4836 -0.4784
C 1.2489 -2.2567 0.9110 0.1128
C 1.8069 -3.5408 0.8132 -0.2326
C 2.8915 -3.9394 1.5735 -0.0401
Cl 3.5594 -5.4915 1.3354 0.0990
N 0.2849 -1.7471 0.0378 -0.5654
C -0.1651 -2.4633 -1.0465 0.6118
O 0.1601 -3.5865 -1.3479 -0.5475
C -1.1309 -1.7399 -1.9296 0.1341
C -1.7445 -2.4397 -2.9544 -0.1739
C -2.6202 -1.7716 -3.7955 -0.1098
C -2.8213 -0.4115 -3.6001 -0.2212
C -2.1749 0.2117 -2.5506 0.0363
N -1.3597 -0.4471 -1.7221 -0.4403
H 3.2354 -1.1988 3.4850 0.2627
H 2.7816 3.4814 2.4756 0.2736
H 2.0715 5.5058 1.1905 0.2609
H 0.3535 5.2091 -0.6112 0.2588
H -0.5948 2.9730 -0.9934 0.2030
H 1.4015 -4.2409 0.1081 0.2828
H -1.5087 -3.4871 -3.0774 0.2812
H -3.1181 -2.2967 -4.5992 0.2560
H -3.4704 0.1640 -4.2442 0.2553
H -2.3053 1.2723 -2.3763 0.2041
N -2.8214 1.5476 0.7002 -0.6156
N -4.0394 0.8887 0.5150 -0.4253
C -4.1337 -0.4377 0.6738 0.3159
N -5.3312 -0.9967 0.6056 -0.7242
S -2.7768 -1.4162 0.9515 0.0461
H -2.6567 1.7544 1.6851 0.4174
H -2.8490 2.4225 0.1870 0.4096
H -4.8823 1.4474 0.5108 0.4157
H -6.1827 -0.4684 0.4852 0.4271
H -5.4157 -1.9949 0.7250 0.4468
O -0.7396 0.9676 2.6680 -0.4376
C -0.1365 -0.0052 2.2951 0.6645

=====

Least stable: #x

=====

#w
12
Properties=species:S:1:pos:R:3:nbo_charge:R:1 method="wB97M-V/def2-TZVPD" e_homo_ha="-0.3169 / -0.3169" homo_lumo_gap_ev="9.28 / 9.28" spin_multiplicity=1
C 1.3451 0.5495 -0.2448 0.0348
C 1.3037 -0.9153 0.2175 -0.5975
C -1.1894 0.0928 -0.0195 0.5270
N 0.4253 1.3195 -0.6013 -0.4447
O -1.4370 0.4058 1.3044 -0.6969
O -2.2657 0.2453 -0.7520 -0.6610
S -0.3600 -1.4976 -0.2661 0.1779
H 2.4269 0.8702 -0.3214 0.1737
H 1.9819 -1.5929 -0.3225 0.2516
H 1.3911 -0.7321 1.2887 0.2482
H -1.7035 1.3376 1.2859 0.4909
H -1.9183 -0.0829 -1.5689 0.4960

=====

#x
12
Properties=species:S:1:pos:R:3:nbo_charge:R:1 method="wB97M-V/def2-TZVPD" e_homo_ha=-0.3366 homo_lumo_gap_ev=9.36 smiles="O=C1NSC[C@@H]1O" spin_multiplicity=1
C 0.5225 0.7107 0.2014 -0.0154
C -0.9012 0.5503 0.7081 -0.5730
C 0.9863 -0.7503 -0.0250 0.6448
H -0.3112 1.0678 -1.5222 0.4748
H 1.2421 1.0795 0.8679 0.2203
H -1.1002 0.3445 1.7971 0.2418
H -1.4929 1.4728 0.5681 0.2439
H 0.1336 -2.4041 -0.7358 0.3968
N 0.0135 -1.4458 -0.7481 -0.7251
O 0.5058 1.3997 -1.0725 -0.6829
O 2.0691 -1.1891 0.2011 -0.5479
S -1.6676 -0.8360 -0.2402 0.3222

=====

#y
12
Properties=species:S:1:pos:R:3:nbo_charge:R:1 method="wB97M-V/def2-TZVPD" e_homo_ha=-0.3626 homo_lumo_gap_ev=9.44 spin_multiplicity=1
C -0.0104 -0.8795 0.0840 -0.3150
C 0.4498 -0.2915 -1.2341 0.4194
C 0.9392 -1.5212 0.7597 -0.3073
N -0.4560 4.2936 -0.7031 -0.9952
O -0.4766 1.9291 0.1655 -0.8973
O 1.5847 0.0718 -1.4367 -0.5384
S 0.2564 3.0033 -0.4273 1.5085
H -1.0473 -0.7773 0.3132 0.2231
H -0.4858 -0.1469 -1.9633 0.1006
H 1.9545 -1.8458 0.2796 0.2128
H 0.8173 -2.0424 1.6771 0.1945
H -1.4583 4.4548 -0.5460 0.3945

=====

#z
12
Properties=species:S:1:pos:R:3:nbo_charge:R:1 method="wB97M-V/def2-TZVPD" e_homo_ha=-0.3635 homo_lumo_gap_ev=9.06 smiles="C#CCS(N)(=O)=O" spin_multiplicity=1
C -0.1929 2.2291 -1.3986 -0.1832
C -0.0330 1.0370 -1.4406 -0.0620
C 0.3720 -0.2789 -1.3962 -0.5372
N -0.2225 -0.2942 2.1945 -0.9435
O -0.9043 -1.9230 0.4639 -0.9484
O 1.5630 -1.4464 0.6759 -0.9187
S 0.2090 -1.0249 0.5226 2.0800
H -0.7533 3.0438 -1.0189 0.2396
H 1.4194 -0.4339 -1.5079 0.2699
H -1.1657 -0.4528 2.3848 0.3754
H -0.0134 0.6334 2.2509 0.3579
H -0.2784 -1.0893 -1.7303 0.2703

=====

Least stable: #z